[1]
Density functional theory data (ωB97M-V/def2-TZVPD) for an isolated ion of composition C9H16N3O and charge +1 in a non-equilibrium geometry.

Geometry (Å):
C  -3.88821  0.30459  0.10682
C  -2.58492  -0.33756  0.13161
C  -2.21218  -1.63826  0.07350
N  -0.82058  -1.61621  -0.12890
C  -0.43328  -0.37633  -0.17347
C  1.03776  -0.00852  -0.46625
N  1.77602  -1.26938  -0.75589
C  3.11011  -1.10241  -0.17552
C  2.82885  -0.43407  1.15004
C  1.79405  0.64514  0.68892
O  2.41187  1.91189  0.22943
N  -1.44087  0.43470  -0.11034
C  -1.53283  1.79571  -0.55281
H  -3.66280  1.37414  0.49604
H  -4.27327  0.46932  -0.92146
H  -4.60101  -0.33917  0.59432
H  -2.83503  -2.55823  0.24931
H  -0.24672  -2.41066  -0.15162
H  1.12024  0.76448  -1.30786
H  1.80273  -1.58578  -1.74351
H  3.83797  -0.58484  -0.73564
H  3.54005  -2.10865  0.04562
H  2.20960  -1.04124  1.80293
H  3.71363  0.01607  1.69955
H  1.11454  0.84424  1.55742
H  3.23103  2.19999  0.69080
H  -0.66364  2.25604  -0.93572
H  -2.18039  1.91769  -1.44406
H  -2.15270  2.47733  0.08674

Atomic forces in eV per Å
0.096 2.191 -0.259
0.194 -0.578 -1.377
-0.219 -0.638 0.707
-2.822 -0.326 0.910
4.348 0.698 -1.517
0.054 0.289 -1.574
-0.019 0.466 -0.489
0.124 -2.762 1.744
-0.388 1.936 -0.350
1.175 1.423 1.936
-0.616 -1.119 -0.022
-1.793 0.210 0.413
-2.532 1.885 -0.728
-1.485 -1.928 0.045
0.403 -0.214 0.380
-0.434 0.464 0.644
1.088 1.186 -0.380
1.278 -0.892 -0.030
-0.492 -1.051 0.867
-0.141 0.718 0.895
0.581 0.943 -0.980
-0.268 0.549 -0.459
0.495 -0.597 0.225
-1.127 -0.660 -0.700
0.414 0.269 -0.770
-0.956 -0.861 -0.046
1.502 0.178 0.556
0.132 -1.068 0.033
1.407 -0.711 0.328

Its structure (SMILES) is Cc1c[nH+]c([C@@H]2NCC[C@H]2O)n1C. As for the HOMO-LUMO gap: 10.62 eV. The net charge is +1.

---

[2]
Density functional theory data (ωB97M-V/def2-TZVPD) for a 2-piece molecular cluster, C9H16N3O overall in a non-equilibrium geometry.

Geometry (Å):
C  3.54634  1.29117  -2.63199
C  2.08143  -0.70903  -1.78568
N  2.80414  -1.20912  -0.74748
N  2.54265  0.15702  -2.83121
N  0.72720  -1.05475  -1.85557
H  3.80144  -1.13877  -0.72683
H  2.43436  -1.97923  -0.01514
H  1.86632  0.54451  -3.44207
H  0.09402  -0.90480  -2.62926
H  0.19690  -1.42265  -1.05922
H  4.57991  1.15380  -2.33911
H  3.15990  2.10678  -1.92514
H  3.64791  1.72780  -3.68199
C  -3.68483  1.81870  1.65374
C  -0.67593  -1.11584  1.39807
C  -2.04948  -1.47276  1.44957
C  -0.27443  0.23135  1.67400
C  -2.98744  -0.47615  1.54375
C  -1.24291  1.22190  1.95121
C  -2.58469  0.82783  1.69239
O  0.35058  -2.05596  1.05931
H  0.00635  -3.00244  1.07146
H  -2.29599  -2.55318  1.42836
H  0.62580  0.33697  2.07733
H  -4.00312  -0.90247  1.46273
H  -0.99156  2.17201  2.20143
H  -3.75282  2.19435  0.61805
H  -3.44024  2.73383  2.23110
H  -4.48183  1.47915  2.15818

Atomic forces in eV per Å
-0.943 1.612 -0.914
-2.338 0.532 -1.060
-1.570 -1.292 0.459
1.997 -1.165 3.660
1.475 0.069 0.648
0.370 0.458 -0.242
0.394 2.668 -2.562
-1.194 -0.337 -0.219
0.808 0.555 -0.277
1.082 -0.062 0.024
-0.047 -1.255 0.211
0.163 -1.251 -1.056
-0.295 -0.416 1.488
3.402 3.194 -0.927
-0.565 0.509 0.019
2.791 -1.131 -0.428
-4.338 -1.681 -0.024
0.100 -1.696 -0.189
-1.418 -5.153 -2.516
-0.019 1.458 0.842
-1.165 -0.803 0.315
0.319 1.892 0.205
-0.075 0.804 -0.204
4.288 0.711 0.783
0.230 1.266 0.200
0.645 2.633 0.801
-0.888 -0.405 0.396
0.286 -0.326 -0.263
-3.493 -1.387 0.828

As for the HOMO-LUMO gap: 8.43 eV. The net charge is +1.

---

[3]
Density functional theory data (ωB97M-V/def2-TZVPD) for a 2-piece molecular cluster, C9H16N3O overall in a non-equilibrium geometry.

Geometry (Å):
C  1.70530  -2.96844  -1.32471
C  -0.76552  -2.73091  -1.46346
N  -1.78594  -2.01819  -0.98515
N  0.38442  -2.66113  -0.83262
N  -0.78198  -3.30313  -2.66143
H  -1.82038  -1.82386  0.00619
H  -2.72693  -2.28870  -1.24656
H  0.30978  -2.04801  -0.02700
H  -1.60403  -3.58675  -3.08111
H  -0.00369  -3.67253  -3.16759
H  1.82196  -2.58857  -2.34029
H  2.08634  -3.95418  -1.07545
H  2.40039  -2.30645  -0.79683
C  0.46637  4.66939  0.77692
C  -0.39537  0.47412  1.35743
C  -0.63949  1.40145  2.33988
C  0.29483  0.86408  0.20303
C  -0.27335  2.74897  2.18155
C  0.50321  2.21496  0.01480
C  0.23712  3.19250  0.96734
O  -0.67026  -0.89014  1.51377
H  -0.72207  -0.99291  2.46760
H  -1.26427  1.26103  3.21733
H  0.69021  0.09312  -0.44173
H  -0.28683  3.34068  3.08105
H  1.01120  2.50935  -0.89853
H  1.21213  4.94028  1.52362
H  -0.48460  5.17558  0.76082
H  1.10148  4.94843  -0.06886

Atomic forces in eV per Å
0.920 1.188 0.326
1.555 0.269 -1.030
-1.819 -0.743 0.355
-0.197 0.576 1.397
0.325 -0.075 0.084
0.721 0.320 0.285
0.177 0.063 -0.607
0.357 -0.202 0.218
-2.165 -0.207 -0.750
0.782 0.025 0.542
-0.026 -0.795 -0.293
-0.440 -0.346 -0.588
-0.229 -0.024 0.183
1.697 -0.748 -0.260
0.875 0.012 -0.770
-0.750 1.162 0.399
-0.730 -0.169 1.185
0.382 -1.215 -0.427
0.776 0.197 -0.897
-0.254 -0.080 0.251
-0.022 0.504 0.152
-0.162 -0.552 0.194
0.351 -0.833 0.109
-0.111 0.197 -0.411
-0.448 0.580 -0.136
-0.098 0.121 0.006
-0.809 0.605 0.866
0.068 0.602 0.299
-0.729 -0.431 -0.683

As for the HOMO-LUMO gap: 8.87 eV. The net charge is +1.

---

[4]
Density functional theory data (ωB97M-V/def2-TZVPD) for a 2-piece molecular cluster, C9H16N3O overall in a non-equilibrium geometry.

Geometry (Å):
C  1.48701  0.76000  -2.29892
C  0.48226  -1.39535  -1.96806
N  0.32575  -0.09841  -2.20746
N  1.74391  -1.99758  -2.15304
N  -0.51848  -2.23344  -1.55392
H  -0.62579  0.20460  -2.30257
H  1.91438  -2.98799  -2.38356
H  2.35987  -1.71091  -1.43488
H  -1.39516  -1.72417  -1.26963
H  -0.72990  -3.16736  -1.85108
H  1.02194  1.76491  -2.29911
H  1.92703  0.62150  -3.34560
H  2.21172  0.54126  -1.50971
C  0.81562  1.08113  3.58624
C  -2.21462  0.16716  1.47472
C  -1.19933  0.09442  2.48542
C  -1.74845  0.43091  0.20726
C  0.03472  0.78004  2.36512
C  -0.44704  1.07107  0.07520
C  0.50093  1.20530  1.11873
O  -2.33821  0.08720  -0.93956
H  -3.25634  -0.25718  1.65884
H  -1.39617  -0.26079  3.51795
H  -3.21418  0.24851  -1.04196
H  -0.12472  1.55406  -0.81291
H  0.70460  2.17354  3.72688
H  1.83172  0.80053  3.78031
H  1.49116  1.60351  0.81082
H  0.35579  0.64351  4.56446

Atomic forces in eV per Å
-0.270 0.814 -2.560
0.541 -3.545 -0.804
0.390 -2.956 0.847
-1.002 0.806 -0.496
-1.794 3.475 0.284
-0.155 0.405 -0.022
-1.032 0.661 0.383
1.197 0.472 0.465
1.151 -0.935 -0.787
0.851 -0.509 -0.202
1.088 -0.183 0.250
-0.195 0.208 1.604
-0.203 0.429 -0.212
-2.128 -0.148 3.065
-0.157 -2.044 2.258
-2.773 1.110 -0.107
0.956 1.048 0.050
2.468 -0.456 0.449
1.700 0.271 1.899
-1.878 -0.495 -2.593
4.540 -0.136 0.141
1.617 0.560 -0.259
-0.279 -0.065 -1.003
-4.753 0.585 -0.085
-0.549 0.168 -0.576
0.390 -0.187 -0.027
0.920 -0.032 -1.134
-0.847 0.000 1.025
0.205 0.679 -1.853

As for the spin multiplicity: 2. As for the expectation value of S²: 0.767. As for the HOMO-LUMO gap (alpha / beta): 10.11 / 6.64 eV. The net charge is +2.

---

[5]
Density functional theory data (ωB97M-V/def2-TZVPD) for a 2-piece molecular cluster, C9H16N3O5 overall.

Geometry (Å):
N  -0.15708  -4.69912  0.70541
C  -0.33594  -3.58044  -0.22480
C  -0.25084  -2.27488  0.51118
N  0.77863  -1.48253  0.22813
N  1.09743  -0.32740  0.78055
C  0.28547  0.08025  1.72433
C  -0.85904  -0.64357  2.10296
C  -1.15392  -1.83313  1.50229
C  -2.39113  -2.60496  1.92294
O  -2.97131  -3.36200  0.90407
O  -3.47818  -2.36833  -0.01648
H  0.29778  -4.40666  1.56313
H  0.44735  -5.40414  0.30137
H  -1.32023  -3.62729  -0.69275
H  0.40183  -3.58058  -1.03593
H  1.42556  -1.77323  -0.49923
H  0.53929  1.02481  2.18906
H  -1.50773  -0.22649  2.86431
H  -3.11492  -1.87907  2.30691
H  -2.15213  -3.29875  2.73262
H  -4.15217  -2.88928  -0.47862
C  1.68144  1.79059  -1.70579
O  2.26226  3.04152  -2.06207
C  1.56742  4.09443  -1.61144
O  0.56742  4.02281  -0.94106
O  2.16575  5.19964  -2.02092
C  1.52602  6.41826  -1.61140
H  2.34735  1.02954  -2.10613
H  1.61628  1.70007  -0.62503
H  0.68993  1.69078  -2.14793
H  1.49893  6.48558  -0.52603
H  0.51497  6.46715  -2.00947
H  2.13353  7.21641  -2.02417

Atomic forces in eV per Å
0.156 0.175 0.118
0.028 0.002 -0.103
-0.162 -0.036 0.002
-0.051 -0.096 -0.003
-0.099 -0.035 0.149
-0.050 0.014 0.034
0.193 0.468 0.101
0.007 -0.376 -0.179
-0.098 0.154 0.132
-0.028 0.129 -0.019
0.117 -0.138 -0.038
0.016 -0.033 -0.034
-0.174 -0.086 -0.051
0.035 -0.057 0.016
0.035 0.057 0.082
0.012 0.004 0.027
0.016 -0.034 -0.067
-0.009 -0.044 -0.017
0.005 -0.058 0.015
0.043 -0.106 -0.158
-0.032 0.036 0.057
0.099 -0.007 -0.089
-0.079 0.036 -0.020
0.012 -0.024 0.017
0.016 0.007 0.010
0.006 -0.014 -0.007
0.014 0.066 -0.008
0.032 0.044 -0.014
-0.020 0.006 -0.009
-0.021 0.000 0.043
-0.020 -0.018 0.001
-0.008 -0.020 0.019
0.009 -0.016 -0.006

As for the HOMO-LUMO gap: 8.12 eV. The net charge is +1.

---

[6]
Density functional theory data (ωB97M-V/def2-TZVPD) for an isolated ion of composition C9H16N5 and charge +1 in a non-equilibrium geometry.

Geometry (Å):
C  3.63209  -0.50375  -0.38434
C  1.57822  -0.63072  0.35319
C  1.91656  0.65708  0.12663
C  -0.24296  1.77934  0.28612
C  -1.95198  0.28782  1.10156
C  2.69976  -2.79207  0.10044
C  1.71115  3.10870  -0.00856
C  -4.18404  -0.53293  0.61624
C  -2.69349  -0.30177  -1.25474
N  3.16158  0.74103  -0.39747
N  -0.96760  0.75348  0.46151
N  2.69227  -1.37535  0.06993
N  1.10637  1.81634  0.32973
N  -2.79400  -0.67887  0.14871
H  4.57795  -1.02981  -0.75465
H  -0.64308  2.79840  0.31837
H  0.70954  -1.02062  0.97222
H  1.68131  -3.20628  0.46390
H  2.94450  -3.26120  -0.94348
H  3.50783  -3.11523  0.79489
H  1.00814  3.93144  0.07117
H  2.52104  3.27532  0.71481
H  2.23597  2.92614  -0.99621
H  -4.36255  -0.56229  1.62514
H  -4.66548  0.34748  0.27154
H  -4.75375  -1.43430  0.20286
H  -1.73582  -0.61350  -1.82351
H  -3.58530  -0.54158  -1.75046
H  -2.51971  0.86091  -1.15207
H  -2.58456  -1.68321  0.43652

Atomic forces in eV per Å
0.336 -1.261 -0.642
-1.857 -1.196 2.177
-0.237 0.622 -0.225
2.399 1.627 1.646
0.509 -0.319 0.557
0.246 -2.868 -0.574
2.145 -0.898 -0.470
-1.809 -2.333 -2.699
3.216 2.570 -0.610
1.218 -0.351 0.127
-1.368 -1.040 -0.477
-1.123 1.510 -0.301
-1.146 -0.332 -1.181
0.369 -1.023 1.720
-1.193 1.786 0.438
-0.485 -0.517 -0.392
1.467 0.343 -1.238
1.838 0.815 -0.626
-0.595 0.947 1.852
-0.702 -0.092 -0.412
-0.079 -0.169 -0.373
-0.229 0.115 -0.202
-0.842 0.942 0.923
0.617 -0.117 2.652
-0.017 0.911 -0.677
0.585 1.319 0.297
-1.712 -0.081 1.280
-1.008 -0.309 -0.902
-0.906 -2.171 -0.791
0.361 1.570 -0.877

As for the HOMO-LUMO gap: 8.29 eV. The net charge is +1.

---

Relative energy (zero: lowest compared OMol25 entry of this formula, charge and spin)? In order: 1.7071; 2.4984; 0.6619; 3.1376; 0.0000; 2.4902 eV.
DFT total energy? In order: -16103.504; -16102.713; -16104.549; -16091.371; -24289.993; -17032.799 eV.